{"formula": "C37H41BrN4O2V", "method": "ωB97M-V/def2-TZVPD", "fmax_ev_per_a": 6.4, "homo_energy_ev": [-10.05, -10.88], "charge": 1, "gap_ev": [7.28, 7.85], "multiplicity": 3, "symbols": ["V", "Br", "C", "C", "C", "C", "O", "C", "C", "N", "C", "C", "C", "C", "C", "C", "C", "C", "N", "C", "C", "H", "H", "H", "H", "H", "H", "H", "H", "H", "H", "C", "C", "C", "C", "C", "C", "C", "N", "C", "C", "C", "C", "C", "C", "C", "N", "C", "C", "C", "C", "H", "H", "H", "H", "H", "H", "H", "H", "H", "H", "H", "H", "H", "H", "H", "H", "H", "H", "H", "H", "H", "H", "H", "H", "C", "C", "C", "O", "H", "H", "H", "H", "H", "H", "H"], "xyz": [[-0.006823, 1.501116, -0.027380], [4.384877, -2.461084, 4.390920], [3.053077, -1.583784, 3.357320], [1.744577, -2.070584, 3.369620], [0.766777, -1.427784, 2.646820], [1.070877, -0.292184, 1.872420], [0.187777, 0.331316, 1.172120], [2.418977, 0.175016, 1.846020], [2.746677, 1.311416, 1.052920], [1.914577, 1.946516, 0.292120], [2.402277, 3.075916, -0.380380], [3.315277, 3.002216, -1.407380], [3.773077, 4.167216, -2.040080], [3.335477, 5.399816, -1.642680], [2.423177, 5.518816, -0.575580], [1.929077, 6.752216, -0.102980], [1.100877, 6.769016, 0.985220], [0.752977, 5.548116, 1.592420], [1.147777, 4.380716, 1.156820], [1.968277, 4.347716, 0.085420], [3.391677, -0.479084, 2.612020], [1.505077, -2.936784, 3.966420], [-0.254923, -1.775884, 2.668120], [3.773677, 1.676616, 1.123020], [3.673177, 2.038116, -1.741380], [4.475077, 4.084116, -2.854480], [3.681577, 6.296116, -2.132180], [2.209977, 7.658716, -0.615180], [0.724177, 7.695716, 1.387220], [0.118177, 5.542216, 2.468620], [4.405077, -0.107484, 2.626420], [-4.622223, -3.068084, 1.214120], [-4.930023, -2.505784, -0.184980], [-6.311023, -1.843084, -0.160780], [-4.961723, -3.641484, -1.215280], [-3.812923, -1.522684, -0.481680], [-4.015823, -0.145684, -0.551080], [-2.924823, 0.703116, -0.627380], [-1.667923, 0.285416, -0.664780], [-1.446223, -1.037984, -0.709280], [-2.489523, -1.951384, -0.607180], [-0.035323, -1.449584, -0.862880], [0.447077, -2.695284, -0.480280], [1.800577, -3.004684, -0.622980], [2.605577, -2.022084, -1.189480], [2.047577, -0.804584, -1.544180], [0.770677, -0.513484, -1.379080], [2.339677, -4.365684, -0.241880], [1.981077, -5.308984, -1.400180], [3.858977, -4.333584, -0.039680], [1.689177, -4.874584, 1.051320], [-5.423023, -3.724284, 1.543720], [-4.529223, -2.255084, 1.932220], [-3.693123, -3.633584, 1.213920], [-7.060023, -2.583684, 0.108820], [-6.571823, -1.445684, -1.139080], [-6.360323, -1.044984, 0.575220], [-5.728723, -4.362284, -0.939880], [-4.012923, -4.166884, -1.274980], [-5.198223, -3.252084, -2.202980], [-5.003423, 0.284016, -0.524880], [-3.072223, 1.775016, -0.648280], [-2.269923, -3.006384, -0.626780], [-0.223423, -3.415584, -0.043180], [3.657977, -2.181984, -1.346580], [2.653077, -0.025784, -1.992080], [2.469877, -4.989184, -2.317380], [0.906377, -5.312284, -1.572580], [2.303177, -6.316284, -1.155780], [4.391777, -4.189584, -0.976380], [4.188777, -5.279684, 0.380820], [4.137277, -3.542884, 0.654820], [0.653577, -5.168684, 0.899620], [1.731277, -4.111184, 1.824120], [2.223077, -5.750084, 1.409420], [-1.821723, 4.168416, -2.228380], [-1.105923, 4.045616, -0.877580], [-2.053523, 4.281216, 0.312420], [-0.518823, 2.820716, -0.727580], [-2.443523, 5.059316, -2.256480], [-2.446523, 3.291816, -2.395580], [-1.090523, 4.231216, -3.031780], [-0.309623, 4.806716, -0.843580], [-3.008723, 3.781216, 0.157020], [-2.242823, 5.343216, 0.437220], [-1.583323, 3.885716, 1.217720]], "forces_ev_per_angstrom": [[1.26, -3.06, -2.00], [-0.16, 0.07, -0.13], [0.26, -0.11, 0.06], [0.16, 0.30, 0.02], [-0.15, 0.36, -0.27], [1.76, -0.62, 1.07], [-0.37, -3.47, 4.18], [-0.93, -0.69, 0.24], [0.16, 0.44, -0.14], [1.15, -0.50, 0.73], [0.91, 0.91, -0.54], [-0.48, -0.26, 0.40], [0.03, 0.43, -0.07], [0.05, -0.18, -0.15], [-0.19, -0.45, 0.25], [-0.16, -0.07, 0.18], [0.18, 0.11, -0.22], [0.08, -0.06, 0.02], [-0.10, -0.04, 0.35], [0.23, 0.24, -0.30], [-0.07, -0.05, 0.02], [-0.04, -0.07, 0.06], [-0.11, -0.04, -0.01], [-0.06, 0.03, -0.09], [-0.01, -0.07, 0.01], [0.09, -0.03, -0.07], [0.08, 0.11, -0.10], [0.08, 0.18, 0.00], [-0.06, 0.09, 0.03], [-0.09, 0.03, 0.07], [0.13, 0.03, -0.04], [-0.06, 0.06, -0.10], [-0.12, -0.16, 0.06], [0.28, -0.07, 0.00], [0.06, 0.17, 0.07], [0.08, 0.41, -0.05], [0.11, -0.15, -0.04], [-0.36, 0.07, -0.06], [-0.30, -0.25, -0.01], [-0.59, -0.34, 0.11], [0.17, 0.24, -0.10], [0.56, -0.46, -0.16], [-0.12, 0.23, -0.10], [-0.01, 0.31, -0.11], [-0.13, -0.01, 0.04], [0.17, -0.18, -0.07], [-0.32, 0.20, 0.08], [0.02, -0.18, 0.00], [0.10, 0.10, 0.16], [-0.22, -0.01, -0.03], [0.04, 0.11, -0.12], [-0.10, -0.11, 0.01], [0.00, 0.03, 0.11], [0.09, -0.07, 0.03], [-0.05, -0.07, 0.00], [-0.06, 0.10, -0.09], [-0.05, 0.11, 0.09], [-0.05, -0.06, 0.02], [0.11, -0.10, -0.01], [-0.02, 0.01, -0.12], [-0.07, 0.02, 0.05], [0.01, -0.01, 0.06], [0.07, -0.10, -0.02], [-0.10, -0.10, 0.07], [0.14, -0.02, -0.02], [0.07, 0.01, 0.03], [0.06, -0.03, -0.12], [-0.09, -0.07, -0.01], [0.04, -0.21, -0.05], [0.07, 0.06, -0.08], [0.04, -0.10, 0.00], [0.09, 0.07, 0.09], [-0.15, 0.01, 0.01], [-0.01, 0.00, 0.09], [0.04, -0.12, 0.02], [0.39, -0.24, 0.28], [-1.20, 2.14, -0.14], [0.35, -0.14, -0.27], [-2.01, 5.26, -3.11], [-0.03, 0.07, 0.05], [-0.10, 0.00, -0.04], [-0.02, -0.05, -0.10], [-0.20, -0.20, -0.02], [-0.07, -0.03, 0.01], [-0.06, 0.11, 0.05], [-0.13, 0.15, -0.03]], "mulliken_spin": [1.763, 0.000, -0.001, 0.013, 0.013, 0.000, -0.019, 0.046, 0.128, -0.119, 0.018, -0.035, 0.003, 0.000, -0.001, -0.001, 0.002, 0.009, 0.019, -0.021, 0.003, 0.000, 0.001, -0.001, 0.002, 0.000, 0.000, 0.000, 0.000, 0.000, 0.001, 0.001, 0.000, 0.000, 0.001, 0.001, 0.003, 0.007, -0.018, 0.014, 0.003, 0.025, 0.001, 0.001, -0.004, 0.036, 0.030, 0.003, 0.001, 0.000, 0.001, 0.000, 0.000, 0.000, 0.000, 0.000, 0.000, 0.000, 0.000, 0.000, 0.000, -0.036, 0.001, -0.001, 0.000, -0.002, 0.000, 0.000, 0.000, 0.000, 0.000, 0.000, 0.000, 0.000, 0.000, 0.000, 0.005, 0.016, 0.090, 0.000, -0.001, 0.000, -0.005, 0.006, 0.001, -0.001]}